Record 1
C35H74F4N2O3 | the ωB97M-V functional and the def2-TZVPD basis

HOMO level, eV: -9.6
Structure (SMILES): CCOCCOC[C@@H]1C(=O)N[C@H](C(F)(F)C(F)F)[C@H]1N.CCCCCC.CCCCCC.CCCCCC.CCCCCC
E, hartree: -2112.62976
Orbital gap, eV: 9.92
2S+1: 1

```
118
C35H74F4N2O3 (the ωB97M-V functional and the def2-TZVPD basis)
C -1.682 4.570 -4.449
C -1.302 5.929 -5.087
O -0.532 5.804 -6.256
C 0.740 5.281 -5.971
C 1.748 5.624 -7.062
O 3.084 5.546 -6.625
C 3.673 4.259 -6.766
C 3.498 3.447 -5.502
C 4.696 3.197 -4.586
O 5.771 3.608 -4.641
N 4.181 2.264 -3.586
C 2.940 1.652 -4.111
C 2.967 0.187 -3.681
F 3.038 0.161 -2.336
F 4.062 -0.377 -4.146
C 1.697 -0.620 -4.030
F 2.045 -1.602 -4.852
F 0.751 0.129 -4.589
C 3.090 1.946 -5.636
N 2.035 1.647 -6.549
H -1.237 4.436 -3.469
H -2.755 4.507 -4.320
H -1.378 3.775 -5.120
H -2.213 6.465 -5.308
H -0.778 6.523 -4.333
H 0.718 4.196 -5.825
H 1.124 5.702 -5.036
H 1.557 5.018 -7.950
H 1.573 6.660 -7.340
H 3.241 3.701 -7.598
H 4.723 4.390 -7.002
H 2.765 3.815 -4.788
H 3.953 2.905 -2.828
H 2.063 2.114 -3.658
H 1.267 -1.073 -3.146
H 4.046 1.473 -5.866
H 1.151 2.040 -6.258
H 1.968 0.641 -6.643
C -2.120 -3.760 1.617
C -1.074 -2.650 1.599
C -0.876 -2.028 0.217
C -0.362 -2.988 -0.856
C 0.964 -3.673 -0.529
C 2.126 -2.697 -0.367
H -1.834 -4.598 0.979
H -2.242 -4.146 2.631
H -3.090 -3.387 1.280
H -0.124 -3.033 1.983
H -1.388 -1.862 2.289
H -0.191 -1.179 0.307
H -1.829 -1.607 -0.122
H -0.253 -2.431 -1.794
H -1.116 -3.755 -1.052
H 1.202 -4.369 -1.339
H 0.866 -4.281 0.375
H 2.269 -2.108 -1.275
H 3.053 -3.237 -0.168
H 1.962 -2.008 0.463
C -2.480 2.291 7.285
C -2.858 0.828 7.489
C -1.984 -0.142 6.697
C -2.063 0.010 5.178
C -3.466 -0.134 4.589
C -4.081 -1.511 4.822
H -2.603 2.600 6.246
H -3.113 2.937 7.895
H -1.442 2.469 7.575
H -3.913 0.681 7.237
H -2.762 0.587 8.552
H -2.251 -1.166 6.975
H -0.941 -0.012 7.004
H -1.406 -0.738 4.720
H -1.656 0.982 4.886
H -3.407 0.044 3.511
H -4.129 0.637 4.989
H -3.452 -2.294 4.390
H -5.065 -1.572 4.354
H -4.207 -1.723 5.885
C 4.557 0.639 -8.854
C 4.325 -0.713 -9.523
C 3.593 -1.715 -8.630
C 4.337 -2.098 -7.349
C 5.731 -2.685 -7.560
C 5.724 -3.994 -8.343
H 5.191 0.547 -7.969
H 5.055 1.325 -9.542
H 3.611 1.095 -8.554
H 5.280 -1.128 -9.855
H 3.729 -0.559 -10.427
H 3.379 -2.616 -9.212
H 2.618 -1.300 -8.354
H 3.727 -2.820 -6.796
H 4.420 -1.220 -6.701
H 6.180 -2.866 -6.580
H 6.378 -1.960 -8.063
H 5.116 -4.747 -7.836
H 6.737 -4.389 -8.439
H 5.328 -3.860 -9.351
C -5.220 -1.726 9.489
C -5.512 -0.715 10.593
C -4.387 -0.601 11.622
C -4.099 -1.881 12.409
C -5.291 -2.450 13.176
C -5.824 -1.509 14.252
H -5.108 -2.737 9.883
H -6.038 -1.744 8.766
H -4.304 -1.463 8.954
H -6.454 -0.970 11.086
H -5.661 0.268 10.137
H -4.625 0.209 12.317
H -3.468 -0.296 11.110
H -3.287 -1.677 13.114
H -3.718 -2.649 11.730
H -4.981 -3.384 13.652
H -6.098 -2.713 12.486
H -5.044 -1.266 14.977
H -6.652 -1.973 14.791
H -6.193 -0.575 13.825
```

Record 2
C30H40AsCl3N3O2P2RuS5 | the ωB97M-V functional and the def2-TZVPD basis

Total charge: -2
HOMO level (spin up / spin down), eV: -1.7 / -1.7
E, hartree: -7867.07725
Orbital gap (spin up / spin down), eV: 5.53 / 5.35
Energy above the lowest of the compared OMol25 structures with the same formula, charge and spin, kcal/mol: 0.0
2S+1: 2

```
87
C30H40AsCl3N3O2P2RuS5 (the ωB97M-V functional and the def2-TZVPD basis)
Ru -0.498 -0.228 -0.722
S 1.989 -2.767 2.582
As 0.428 -2.846 1.112
S 1.078 -2.025 -0.834
S -1.127 -1.271 1.353
S -0.373 -4.802 0.928
C -3.048 -2.601 -0.955
P -2.061 -1.333 -1.803
C -1.544 -2.237 -3.294
C -3.427 -0.206 -2.370
C -2.929 1.232 -2.432
P -1.891 1.554 -0.941
C -1.205 3.182 -1.410
C -3.130 2.038 0.321
H -3.826 -2.950 -1.643
H -3.496 -2.172 -0.060
H -2.413 -3.433 -0.645
H -2.415 -2.655 -3.805
H -0.881 -3.039 -2.967
H -1.004 -1.562 -3.956
H -4.215 -0.304 -1.616
H -3.837 -0.559 -3.320
H -3.742 1.961 -2.513
H -2.248 1.349 -3.277
H -2.006 3.868 -1.701
H -0.524 3.035 -2.249
H -0.651 3.619 -0.581
H -3.899 2.694 -0.094
H -2.619 2.555 1.136
H -3.590 1.140 0.735
C 4.718 -1.529 3.975
N 3.717 -0.479 4.090
C 3.884 0.642 4.790
S 2.634 1.537 5.456
N 5.189 1.046 5.013
C 6.175 1.097 3.939
H 4.201 -2.484 4.037
H 5.443 -1.446 4.786
H 5.244 -1.506 3.019
H 2.773 -0.808 3.858
H 5.172 1.871 5.591
H 7.089 0.558 4.202
H 6.432 2.133 3.712
H 5.771 0.657 3.032
Cl 5.370 -0.843 -3.614
C 4.783 -0.146 -2.119
C 4.535 -0.994 -1.061
C 4.073 -0.469 0.134
C 3.906 0.898 0.256
C 4.143 1.729 -0.826
Cl 3.951 3.444 -0.575
C 4.550 1.236 -2.069
N 4.781 2.042 -3.193
C 3.750 2.918 -3.699
C 4.067 4.266 -3.839
C 3.150 5.165 -4.349
C 1.890 4.710 -4.721
C 1.578 3.368 -4.603
C 2.501 2.444 -4.105
C 2.121 0.984 -4.074
C 0.733 0.762 -3.461
O -0.253 0.757 -4.213
O 0.741 0.715 -2.196
H 4.653 -2.061 -1.187
H 3.807 -1.132 0.947
H 3.570 1.327 1.190
H 5.178 1.484 -3.936
H 5.048 4.589 -3.514
H 3.409 6.212 -4.444
H 1.151 5.403 -5.106
H 0.603 2.998 -4.899
H 2.838 0.397 -3.511
H 2.091 0.610 -5.100
Cl -1.016 6.965 3.673
C -0.542 5.428 2.985
C 0.317 5.406 1.893
C 0.686 4.194 1.348
C 0.210 2.969 1.878
C 0.563 1.728 1.330
C -0.654 3.040 3.000
C -1.028 4.250 3.543
H 0.689 6.335 1.482
H 1.358 4.171 0.496
H 1.234 1.674 0.478
H 0.276 0.804 1.815
H -1.012 2.114 3.432
H -1.684 4.292 4.402
```

Record 3
C21H39IrNP2 | the ωB97M-V functional and the def2-TZVPD basis

Total charge: +2
HOMO level (spin up / spin down), eV: -11.0 / -13.9
E, hartree: -1664.24003
Orbital gap (spin up / spin down), eV: 5.35 / 6.37
Energy above the lowest of the compared OMol25 structures with the same formula, charge and spin, kcal/mol: 167.3
2S+1: 6

```
64
C21H39IrNP2 (the ωB97M-V functional and the def2-TZVPD basis)
P 0.424 1.348 2.907
P 0.417 -2.350 -2.043
C -0.785 -1.068 0.164
C -0.954 -2.059 -0.984
H -0.977 -0.227 -0.524
H -1.650 -1.187 0.879
H -1.260 -3.006 -0.501
H -1.810 -1.753 -1.627
C 0.665 -1.251 -3.439
H 1.500 -1.669 -4.025
H 0.929 -0.234 -3.112
H -0.191 -1.219 -4.120
C 0.326 -4.065 -2.591
H -0.167 -4.088 -3.591
H -0.351 -4.641 -1.909
H 1.310 -4.518 -2.671
C 0.949 3.092 3.137
H 1.676 3.106 3.945
H 0.150 3.814 3.415
H 1.415 3.437 2.195
C -0.555 0.551 4.241
H -0.516 -0.519 4.040
H -1.602 0.846 4.321
H -0.101 0.782 5.231
Ir -0.489 0.932 0.470
C -2.613 0.939 -1.005
C -1.515 1.495 -1.660
C -1.355 2.970 -1.812
C -1.601 3.593 -0.469
C -0.877 2.827 0.551
C -1.674 2.058 1.594
C -3.060 1.539 1.438
C -3.579 1.466 -0.049
C 1.608 0.268 1.949
H -2.928 -0.058 -1.332
H -1.057 0.950 -2.503
H -2.051 3.452 -2.538
H -0.344 3.201 -2.118
H -1.087 4.560 -0.334
H -2.638 3.600 -0.104
H 0.009 3.354 0.845
H -1.510 2.639 2.554
H -3.707 2.224 1.997
H -3.110 0.508 1.872
H -4.399 0.742 0.055
H -4.010 2.462 -0.278
H 1.594 -0.818 2.118
H 2.207 0.631 2.832
H 2.401 0.437 1.148
C 0.895 -3.262 0.888
C 1.773 -2.829 -0.210
C 3.069 -3.288 -0.512
C 3.724 -2.266 -1.271
C 2.838 -1.194 -1.402
C 3.102 0.214 -1.710
N 1.585 -1.610 -0.904
H 0.209 -2.474 1.268
H 1.564 -3.528 1.719
H 0.273 -4.136 0.628
H 3.494 -4.203 -0.125
H 4.747 -2.278 -1.591
H 4.149 0.385 -1.453
H 3.006 0.439 -2.780
H 2.517 0.938 -1.104
```

Record 4
C3H18NO4 | the ωB97M-V functional and the def2-TZVPD basis

Total charge: +1
HOMO level, eV: -14.3
E, hartree: -480.54241
Orbital gap, eV: 11.71
Energy above the lowest of the compared OMol25 structures with the same formula, charge and spin, kcal/mol: 51.1
2S+1: 1

```
26
C3H18NO4 (the ωB97M-V functional and the def2-TZVPD basis)
C -1.357 -2.006 1.911
C -0.431 -1.643 0.738
N 0.055 -0.248 0.921
C 1.200 -0.009 -0.005
H -1.376 -1.193 2.655
H -2.415 -2.170 1.641
H -1.111 -2.774 2.624
H 0.413 -2.350 0.569
H -0.944 -1.736 -0.254
H 0.478 -0.087 1.844
H -0.778 0.439 0.912
H 1.755 -0.781 -0.580
H 2.013 0.309 0.683
H 0.788 0.650 -0.815
H 0.741 -3.215 -3.355
H -0.092 -3.845 -2.160
O -0.011 -3.081 -2.740
H -2.701 1.532 0.124
H -1.801 2.620 0.343
O -1.753 1.636 0.312
H 1.704 1.328 -2.813
H 3.214 1.322 -2.895
O 2.489 1.158 -2.280
H -0.655 3.926 2.384
H 0.397 4.099 1.276
O -0.266 3.492 1.619
```

Record 5
C2H7NO3 | the ωB97M-V functional and the def2-TZVPD basis

HOMO level, eV: -10.0
Structure (SMILES): O=CO.NCO
E, hartree: -360.86735
Orbital gap, eV: 10.49
Energy above the lowest of the compared OMol25 structures with the same formula, charge and spin, kcal/mol: 29.1
2S+1: 1

```
13
C2H7NO3 (the ωB97M-V functional and the def2-TZVPD basis)
N -1.820 -0.482 0.803
C -1.095 -1.716 0.675
O -0.185 -1.733 -0.420
H -1.238 0.335 0.690
H -2.649 -0.454 0.239
H -0.494 -1.837 1.584
H -1.829 -2.516 0.632
H -0.369 -2.478 -0.999
O 1.969 1.263 0.506
C 1.257 1.066 -0.421
O 0.380 1.992 -0.892
H 1.240 0.127 -0.988
H -0.211 1.513 -1.499
```

Record 6
C47H61O2PRbS2Si4 | the ωB97M-V functional and the def2-TZVPD basis

Total charge: -1
HOMO level, eV: -3.1
E, hartree: -4297.87816
Orbital gap, eV: 4.65
Energy above the lowest of the compared OMol25 structures with the same formula, charge and spin, kcal/mol: 8.2
2S+1: 1

```
118
C47H61O2PRbS2Si4 (the ωB97M-V functional and the def2-TZVPD basis)
Rb 0.095 -0.254 0.125
O 0.602 -2.843 -0.251
S 0.860 -4.314 -0.206
C -0.261 -4.993 1.057
C -0.680 -3.977 2.109
C 0.325 -3.765 3.239
C -0.248 -2.918 4.373
S -0.076 -1.129 4.085
O -0.121 -0.936 2.603
C 1.655 -1.010 4.528
C 2.023 -1.022 5.865
C 3.358 -0.859 6.203
C 4.306 -0.666 5.204
C 3.922 -0.640 3.873
C 2.585 -0.813 3.528
C 2.442 -4.516 0.618
C 3.258 -3.402 0.709
C 4.533 -3.539 1.249
C 4.975 -4.776 1.691
C 4.153 -5.891 1.577
C 2.887 -5.766 1.026
H 0.225 -5.878 1.474
H -1.126 -5.314 0.475
H -1.629 -4.323 2.531
H -0.888 -3.026 1.620
H 1.241 -3.304 2.861
H 0.616 -4.737 3.651
H 0.249 -3.103 5.326
H -1.318 -3.094 4.504
H 1.272 -1.141 6.640
H 3.656 -0.864 7.243
H 5.345 -0.519 5.469
H 4.654 -0.457 3.097
H 2.258 -0.757 2.498
H 2.897 -2.446 0.347
H 5.181 -2.676 1.313
H 5.967 -4.877 2.113
H 4.503 -6.861 1.905
H 2.259 -6.642 0.908
C -2.014 7.160 0.530
C -1.129 6.708 1.503
C -0.467 5.498 1.339
C -0.667 4.707 0.206
C -1.565 5.175 -0.756
C -2.230 6.388 -0.603
P 0.210 3.073 -0.217
C 0.397 2.585 1.561
C -0.789 2.390 2.275
C -0.777 2.205 3.648
C 0.434 2.201 4.335
C 1.621 2.356 3.631
C 1.603 2.541 2.250
C 1.847 3.837 -0.612
C 2.277 5.135 -0.634
C 3.589 5.413 -1.103
C 4.418 4.424 -1.562
C 3.985 3.071 -1.578
C 4.719 1.972 -2.105
C 4.142 0.728 -2.124
C 2.844 0.502 -1.577
C 2.105 1.510 -1.001
C 2.705 2.793 -1.062
H -2.534 8.102 0.658
H -0.955 7.302 2.393
H 0.218 5.167 2.113
H -1.753 4.569 -1.638
H -2.924 6.722 -1.365
H -1.735 2.435 1.743
H -1.708 2.071 4.185
H 0.451 2.071 5.411
H 2.566 2.343 4.162
H 2.529 2.682 1.704
H 1.637 5.949 -0.316
H 3.935 6.441 -1.112
H 5.407 4.676 -1.934
H 5.708 2.130 -2.522
H 4.685 -0.099 -2.573
H 2.428 -0.505 -1.680
C -5.861 -0.181 -2.470
Si -4.262 0.090 -1.498
C -4.519 -0.846 0.132
C -4.255 1.925 -1.040
Si -2.215 -0.488 -2.382
Si -2.419 -2.689 -3.050
C -2.760 -3.780 -1.529
C -0.764 -3.303 -3.728
C -3.715 -3.217 -4.322
Si -1.971 0.732 -4.331
C -0.321 0.318 -5.145
C -3.287 0.544 -5.676
C -1.890 2.573 -3.933
H -6.742 0.133 -1.898
H -5.979 -1.237 -2.732
H -5.840 0.384 -3.406
H -5.395 -0.467 0.671
H -3.644 -0.741 0.782
H -4.666 -1.915 -0.048
H -5.044 2.159 -0.317
H -4.414 2.549 -1.925
H -3.291 2.220 -0.613
H -2.140 -3.439 -0.693
H -2.538 -4.835 -1.736
H -3.805 -3.709 -1.213
H 0.046 -3.037 -3.041
H -0.539 -2.840 -4.693
H -0.766 -4.391 -3.865
H -4.722 -2.978 -3.966
H -3.668 -4.293 -4.529
H -3.568 -2.680 -5.263
H -0.306 -0.700 -5.546
H 0.488 0.401 -4.413
H -0.111 1.010 -5.968
H -3.351 -0.492 -6.021
H -3.071 1.182 -6.541
H -4.272 0.817 -5.284
H -1.076 2.751 -3.221
H -2.816 2.929 -3.472
H -1.703 3.165 -4.836
```